(one)
Density functional theory data (wB97M-V/def2-TZVPD) for 2 unconnected molecules or ions with the total composition C8H14N4O3.

Cartesian coordinates (Å):
N  -0.445  -2.341  1.828
C  -0.751  -2.153  0.493
O  -1.123  -3.071  -0.189
C  -0.627  -0.654  -0.097
O  -1.761  -0.447  -0.889
C  -0.489  0.539  0.781
C  0.943  1.213  0.684
C  2.033  0.064  0.760
C  1.869  -0.924  -0.342
N  0.586  -0.645  -1.045
C  0.497  0.655  -1.636
C  1.004  1.731  -0.690
H  -0.167  -1.721  2.617
H  -0.546  -3.291  2.292
H  -1.959  -1.331  -1.208
H  -0.642  0.460  1.896
H  -1.199  1.219  0.448
H  1.211  1.972  1.438
H  1.934  -0.242  1.749
H  3.022  0.567  0.793
H  2.731  -0.743  -1.035
H  2.013  -1.924  -0.104
H  -0.648  0.762  -1.822
H  1.002  0.604  -2.607
H  2.094  2.106  -1.026
H  0.517  2.761  -0.714
N  -2.954  2.429  -0.980
N  -3.706  1.644  -0.770
O  -4.439  0.763  -0.622

Values from the calculation:
Total charge ... 0
HOMO ... -8.69 eV
SMILES ... NC(=O)[C@@]1(O)CC2CCN1CC2.N#[N+][O-]

***

(two)
Density functional theory data (wB97M-V/def2-TZVPD) for a single C8H14N4O3 molecule.

Cartesian coordinates (Å):
C  1.905  0.404  0.023
C  0.642  0.505  -0.797
C  -0.513  -0.332  -0.338
C  -1.540  0.567  0.288
C  0.954  0.080  -2.229
C  2.231  -1.962  0.685
C  -1.947  0.267  1.747
C  -2.806  0.473  -0.572
N  0.166  1.910  -0.409
N  -0.918  1.889  0.151
N  2.637  1.511  0.219
N  -0.667  -1.626  -0.528
O  0.239  -2.361  -1.038
O  2.449  -0.522  0.759
O  -1.698  -2.122  -0.079
H  1.685  0.835  -2.672
H  -0.091  0.068  -2.829
H  1.257  -0.910  -2.338
H  1.612  -2.079  1.490
H  3.052  -2.554  0.923
H  1.595  -2.382  -0.117
H  -2.653  0.925  2.253
H  -1.020  0.194  2.342
H  -2.586  -0.581  1.850
H  -2.614  0.066  -1.518
H  -3.258  1.537  -0.839
H  -3.454  -0.304  -0.104
H  2.126  2.320  -0.099
H  3.618  1.466  0.416

Values from the calculation:
Total charge ... 0
HOMO ... -7.49 eV

***

So which one is most stable? That would be (one), about 105.7 kcal/mol below the next structure.